(1)
Below is a molecular structure, C6H14CaFN2O2, with properties calculated with ωB97M-V/def2-TZVPD.

```
26
Properties=species:S:1:pos:R:3:forces:R:3
Ca 18.0190 6.3912 -1.1230 -1.125 -0.891 -2.529
F 18.2409 5.6854 -3.2681 -0.228 0.887 2.210
C 19.3017 3.1211 -5.3244 0.849 0.574 1.102
C 19.4738 4.0998 -6.4406 0.092 -0.279 -1.530
O 19.8446 3.7314 -7.5440 -0.137 0.354 0.030
N 19.1449 5.3860 -6.1602 -0.453 0.950 1.301
C 19.1266 6.5134 -7.0832 1.371 -1.259 -1.079
H 19.8851 3.5229 -4.4866 -0.262 -0.034 0.226
H 19.7841 2.1753 -5.5471 -0.474 -0.122 -0.355
H 18.2645 3.0680 -5.0008 0.011 -0.302 -0.086
H 19.0784 5.6221 -5.1813 -0.305 -0.194 0.024
H 20.0580 6.4433 -7.6541 -0.055 0.182 -0.199
H 19.1604 7.4922 -6.6155 -0.456 -0.199 0.394
H 18.3411 6.3933 -7.8280 -0.260 0.305 0.196
C 13.4166 6.6550 -2.1109 -0.127 1.795 0.557
C 14.8773 6.5042 -2.3806 0.598 -1.361 -0.205
O 15.7213 6.3941 -1.4310 0.638 0.469 0.453
N 15.3295 6.3387 -3.6108 0.585 0.067 -0.106
C 14.6359 6.3727 -4.8838 -1.436 -0.161 0.311
H 12.8529 5.7496 -1.9013 0.271 -0.289 -0.540
H 12.9677 7.3072 -2.8614 -0.231 -0.614 -0.368
H 13.2763 7.2611 -1.2119 0.371 -0.184 0.178
H 16.3060 6.0484 -3.6835 0.168 0.218 0.262
H 14.2819 7.3709 -5.1439 0.408 0.090 -0.081
H 13.7270 5.7726 -4.7936 0.108 -0.144 -0.232
H 15.2638 5.9465 -5.6594 0.078 0.143 0.067
```
Forces are in eV/Å.

Results
HOMO energy in eV: -11.18
Orbital gap in eV: 5.72
Strongest force on any atom in eV Å⁻¹: 2.908
Net charge: +1

***

(2)
Below is a single C6H14Cl2O2Si molecule, with properties calculated with ωB97M-V/def2-TZVPD.

```
25
Properties=species:S:1:pos:R:3:forces:R:3
C 0.0685 0.8120 -1.8613 -0.765 0.782 0.278
Si 0.9047 0.0314 -0.3992 0.029 -0.392 -0.394
C 2.5844 0.8359 -0.1992 -0.662 -0.219 1.457
O 1.1568 -1.6052 -0.6768 -0.013 1.116 0.277
C 0.3732 -2.5610 -0.0105 0.050 0.149 0.987
C -1.1007 -2.4299 -0.3625 0.099 -0.537 -0.105
Cl -1.2297 -2.4529 -2.1443 -0.414 -0.249 -0.198
O -0.0685 0.1925 0.9818 0.816 -1.178 -0.996
C -0.3959 1.4364 1.5180 1.510 0.415 0.025
C -1.8759 1.6326 1.5800 0.275 0.524 2.334
Cl -2.5745 1.3616 0.0657 -1.266 -0.494 -2.133
H -0.8762 0.3392 -2.1764 0.489 0.061 0.180
H 0.7511 0.8392 -2.7070 0.103 -0.024 -0.127
H -0.1941 1.8686 -1.5954 0.294 -0.696 -0.286
H 2.4842 1.8955 -0.4231 0.232 0.127 -0.074
H 3.3513 0.3711 -0.7996 0.138 -0.064 -0.301
H 2.8746 0.7304 0.8737 -0.007 0.148 -0.699
H 0.7775 -3.5628 -0.2435 -0.317 0.442 0.075
H 0.4842 -2.3387 1.0730 -0.249 -0.655 -0.312
H -1.6817 -3.2688 0.0446 0.178 0.251 -0.178
H -1.5363 -1.4902 -0.0273 0.135 -0.040 0.038
H 0.1558 1.4958 2.4848 -0.853 0.376 -0.298
H -0.0088 2.2243 0.8602 0.128 0.215 0.153
H -2.3290 0.9679 2.3204 -0.017 0.124 -0.089
H -2.0950 2.6750 1.8239 0.089 -0.182 0.386
```
Forces are in eV/Å.

Results
HOMO energy in eV: -9.88
Orbital gap in eV: 10.60
Strongest force on any atom in eV Å⁻¹: 2.529
Energy above the lowest of the compared OMol25 structures with the same formula, charge and spin in kJ/mol: 239.1
Net charge: 0

***

(3)
Below is a molecular structure, C6H14ClCuN2O2, with properties calculated with ωB97M-V/def2-TZVPD.

```
26
Properties=species:S:1:pos:R:3:forces:R:3
Cu -1.6779 1.3572 0.6035 1.512 -1.062 -1.146
Cl 0.5082 -0.1792 0.5295 -1.495 1.065 0.218
C -1.0223 -0.1265 -3.0175 -1.347 0.823 -0.794
C -2.1847 0.8527 -2.7587 0.494 0.382 -0.394
O -2.1441 1.5814 -1.7821 -0.115 0.708 2.184
N -3.1599 1.1013 -3.6660 -0.110 -1.418 -2.060
C -3.5423 0.3076 -4.8649 0.042 0.314 0.581
H -1.4102 -1.1359 -3.1544 0.353 -0.082 0.157
H -0.2499 -0.0064 -2.2579 -0.430 -0.262 0.183
H -0.6210 0.2322 -3.9653 0.225 -0.318 -0.202
H -3.8582 1.8258 -3.5783 0.636 0.213 1.131
H -2.8840 -0.5358 -5.0736 -0.157 0.028 0.351
H -3.5769 0.9164 -5.7684 0.277 0.252 0.101
H -4.5741 0.0120 -4.6750 0.110 -0.596 -0.235
C 3.9421 -0.3936 2.2901 -1.512 0.797 -0.645
C 3.2118 -0.5307 3.6322 2.288 -0.701 1.200
O 4.0046 -0.6613 4.6005 -2.563 0.196 -0.881
N 1.8253 -0.5942 3.6799 2.864 0.210 0.521
C 1.1081 -0.6842 4.9551 -0.569 0.214 -1.378
H 3.9436 -1.3214 1.7179 0.037 -0.112 0.232
H 4.9470 0.0224 2.3624 -0.125 -0.387 0.593
H 3.3895 0.3185 1.6772 -0.159 -0.005 -0.319
H 1.3487 -0.2642 2.8528 -0.222 -0.201 -0.094
H 0.5378 0.2424 5.0199 -0.119 -0.011 0.587
H 1.7349 -0.8336 5.8343 0.187 0.029 -0.471
H 0.4039 -1.5028 4.8068 -0.102 -0.077 0.580
```
Forces are in eV/Å.

Results
HOMO energy in eV: -8.54
Orbital gap in eV: 7.19
Strongest force on any atom in eV Å⁻¹: 2.918
Energy above the lowest of the compared OMol25 structures with the same formula, charge and spin in kJ/mol: 0.0
Net charge: 0

***

(4)
Below is a molecular structure, C6H14ClIO3PW, with properties calculated with ωB97M-V/def2-TZVPD.

```
27
Properties=species:S:1:pos:R:3:forces:R:3
C -1.2890 -2.0344 1.8330 -0.386 -0.638 -0.372
C -0.1997 -1.1382 2.3211 5.011 -1.545 -3.324
H -0.8573 -3.0372 1.6678 0.161 0.207 0.177
H -1.7563 -1.7917 0.8478 0.376 0.308 0.669
H -2.0682 -2.1596 2.5881 -0.233 0.056 -0.129
O 0.9649 -1.0647 1.8597 -5.237 0.382 2.312
I -0.8589 -0.1811 4.0897 -0.024 0.666 1.267
W -0.9197 1.3778 0.0826 -2.408 -2.036 3.897
P 0.2465 0.8203 -1.7695 3.263 -0.956 -4.304
C 1.9544 1.4153 -2.2012 -0.080 -0.014 2.049
C -0.2337 -0.3670 -3.0754 -1.358 -1.802 1.245
H -1.4578 2.4268 -1.0205 -1.935 3.124 -2.140
H -1.4419 2.2399 -2.7526 -0.888 -0.436 -0.638
H -0.2225 3.2113 -2.0458 0.205 0.860 0.417
C -0.7896 2.3116 -1.9137 0.784 0.455 -0.790
H -1.3345 -0.5676 -3.0394 0.749 0.196 0.105
H 0.0146 -0.2123 -4.1180 0.492 0.870 -0.030
H 2.2688 1.4269 -3.2264 -0.493 -0.272 -0.816
H 2.6424 0.7616 -1.6554 0.111 -0.005 -0.086
H 0.2466 -1.3388 -2.7759 -0.269 0.770 -0.170
H 2.1126 2.4305 -1.7940 -0.193 -0.376 -0.048
C 0.7263 1.5518 1.1850 7.619 2.683 2.815
O 1.7599 1.8972 1.6707 -5.965 -2.098 -2.376
Cl -3.1182 1.4025 0.5254 0.614 -0.363 0.200
O 1.3282 -3.4920 4.3140 -0.699 1.588 -0.778
H 1.5497 -2.9386 3.5133 -0.092 -0.883 1.374
H 0.7323 -2.9504 4.8896 0.876 -0.740 -0.526
```
Forces are in eV/Å.

Results
HOMO energy (spin up / spin down) in eV: -20.27 / -19.50
Orbital gap (spin up / spin down) in eV: 5.79 / 3.72
Multiplicity: 3
Strongest force on any atom in eV Å⁻¹: 8.554
Energy above the lowest of the compared OMol25 structures with the same formula, charge and spin in kJ/mol: 186.4
Expectation value of S²: 2.19
Net charge: +3

***

(5)
Below is a molecular structure, C6H14ClN2NiO2, with properties calculated with ωB97M-V/def2-TZVPD.

```
26
Properties=species:S:1:pos:R:3:forces:R:3
Ni 0.9040 -4.0664 3.6955 -0.177 1.248 -0.326
Cl 0.6450 -1.8886 2.9740 0.183 -1.179 0.172
C 0.0653 1.6428 0.2530 0.459 -0.247 -0.057
C -1.3588 1.6222 0.7390 -1.146 0.412 -0.492
O -2.2618 2.0995 0.0619 0.425 0.019 0.372
N -1.5540 1.0913 1.9667 0.804 -0.021 -0.102
C -2.7427 1.3414 2.7504 -0.192 -0.388 0.190
H 0.1006 2.0737 -0.7446 -0.096 -0.079 -0.064
H 0.4854 0.6313 0.2547 0.038 0.164 0.058
H 0.6845 2.2593 0.9056 -0.028 -0.054 0.059
H -0.8317 0.4545 2.2556 -0.044 0.031 0.642
H -2.9979 2.3937 2.6537 -0.358 -0.121 -0.275
H -2.5862 1.1730 3.8163 0.455 -0.125 -0.122
H -3.5458 0.6631 2.4577 -0.245 0.398 -0.136
C 0.5153 -0.7042 -3.3127 -0.047 0.057 -0.401
C 1.7700 -0.2622 -2.6076 -0.548 -1.557 1.510
O 2.4440 0.6405 -3.1433 0.620 0.748 -0.697
N 2.1551 -0.8112 -1.4712 -0.178 0.281 -0.411
C 1.2987 -1.6659 -0.6560 -1.085 -0.330 0.233
H -0.3140 -0.0617 -3.0138 0.036 0.115 -0.047
H 0.2788 -1.7408 -3.0800 0.208 0.040 0.275
H 0.6726 -0.6570 -4.3899 -0.084 0.297 0.016
H 3.0735 -0.6088 -1.0965 -0.038 0.358 -0.093
H 1.5424 -1.5916 0.4006 0.600 -0.187 -0.035
H 1.3024 -2.6889 -1.0270 0.287 -0.075 0.190
H 0.2554 -1.3391 -0.6419 0.151 0.194 -0.457
```
Forces are in eV/Å.

Results
HOMO energy (spin up / spin down) in eV: -11.67 / -11.67
Orbital gap (spin up / spin down) in eV: 7.55 / 3.11
Multiplicity: 3
Strongest force on any atom in eV Å⁻¹: 2.237
Energy above the lowest of the compared OMol25 structures with the same formula, charge and spin in kJ/mol: 282.9
Expectation value of S²: 2.01
Net charge: +1

***

(6)
Below is a molecular structure, C6H14ClN2O, with properties calculated with ωB97M-V/def2-TZVPD.

```
24
Properties=species:S:1:pos:R:3:forces:R:3
C -0.1819 -1.7303 0.2453 2.916 4.815 0.480
C -0.9028 1.1555 2.0258 2.891 0.958 -2.258
C -1.4730 1.0140 -1.8060 -1.910 -1.408 2.250
C 2.8502 -0.2303 -0.1593 -0.737 -0.950 0.651
C -0.3668 0.9386 0.6137 -1.553 1.916 -2.158
C -1.6413 0.7264 -0.3247 1.525 0.287 0.983
N 0.6158 -0.0745 0.4756 -0.009 -2.611 0.658
N 0.5266 -2.4046 -0.5901 0.939 0.439 -4.413
O 1.5399 0.2365 -0.5424 -0.871 -0.331 -0.592
Cl -1.8950 -1.0882 -0.2644 -1.650 -0.250 0.307
H -0.2300 -2.1077 1.1982 -0.827 -0.762 2.201
H -1.6431 0.5502 2.3100 -2.382 -3.285 1.217
H -1.3422 2.0825 2.1869 -0.467 2.193 -0.299
H -0.0213 1.1295 2.5672 1.277 -0.350 2.025
H -0.4781 0.8039 -1.9857 2.043 -0.123 -1.103
H -1.8005 1.9852 -1.9764 -0.225 1.779 -0.746
H -2.1366 0.2868 -2.2380 -0.128 0.216 -1.140
H 2.7837 -1.3051 -0.0827 0.234 -0.384 0.092
H 3.0696 0.1489 0.8162 0.318 0.412 0.524
H 3.6305 -0.0071 -0.8659 -0.258 0.623 -0.557
H 0.0685 1.9134 0.1882 -0.379 -1.361 0.771
H -2.4147 1.2192 0.2752 -0.527 -0.531 -0.858
H 0.7350 -3.4023 -0.5642 -0.298 0.526 0.065
H 0.7077 -1.8404 -1.5022 0.078 -1.817 1.901
```
Forces are in eV/Å.

Results
HOMO energy in eV: -12.99
Orbital gap in eV: 9.81
Strongest force on any atom in eV Å⁻¹: 5.649
Energy above the lowest of the compared OMol25 structures with the same formula, charge and spin in kJ/mol: 0.0
Net charge: +1

***

Question: Which of these has the highest net charge?
Answer: C6H14ClIO3PW